# 1
The following is a DFT calculation (ωB97M-V/def2-TZVPD) of a molecular structure, C40H54B2F4MgNO40 in a non-equilibrium geometry.

Positions of all 142 atoms, in Å:
1 Mg -1.51 -4.56 1.26
2 O 2.47 2.29 -1.70
3 C 2.14 1.43 -0.97
4 O 0.91 1.01 -0.76
5 B 0.96 -0.11 0.20
6 O 2.35 -0.23 0.63
7 C 3.07 0.67 0.01
8 O 4.23 0.79 0.05
9 O 0.42 -1.38 -0.38
10 C -0.51 -1.82 0.41
11 O -1.12 -2.82 0.33
12 C -0.82 -0.75 1.47
13 O 0.05 0.21 1.32
14 O -1.70 -0.82 2.24
15 O -8.36 -2.26 5.56
16 C -7.81 -2.46 4.59
17 O -6.87 -3.36 4.41
18 B -6.38 -3.28 3.04
19 O -7.12 -2.20 2.40
20 C -7.96 -1.67 3.28
21 O -8.70 -0.80 3.06
22 O -6.54 -4.56 2.32
23 C -5.39 -4.94 1.82
24 O -5.12 -5.82 1.06
25 C -4.34 -3.89 2.26
26 O -4.91 -3.01 3.00
27 O -3.20 -3.86 1.93
28 N 1.25 -6.02 0.36
29 O 1.87 -6.64 1.26
30 O 1.62 -6.04 -0.83
31 O 0.21 -5.33 0.68
32 C -2.29 1.15 -1.90
33 C -3.56 1.93 -1.53
34 O -4.00 1.23 -0.41
35 C -3.53 -0.07 -0.46
36 O -3.82 -0.88 0.33
37 O -2.59 -0.17 -1.41
38 F -4.50 1.83 -2.56
39 H -1.46 1.57 -1.31
40 H -2.03 1.18 -2.95
41 H -3.32 2.98 -1.38
42 C 6.91 -0.99 0.80
43 C 7.32 -1.51 2.17
44 O 8.54 -2.14 1.93
45 C 8.65 -2.42 0.59
46 O 9.58 -2.95 0.12
47 O 7.59 -1.93 -0.06
48 F 6.38 -2.47 2.60
49 H 7.31 0.00 0.60
50 H 5.85 -0.99 0.60
51 H 7.40 -0.76 2.96
52 C 5.45 2.80 -2.70
53 C 5.59 3.50 -1.36
54 O 5.47 4.85 -1.78
55 C 5.86 4.95 -3.09
56 O 5.99 5.95 -3.60
57 O 6.09 3.73 -3.60
58 F 6.79 3.30 -0.73
59 H 4.42 2.74 -3.04
60 H 5.91 1.82 -2.71
61 H 4.78 3.21 -0.69
62 C -4.34 0.61 2.87
63 C -5.81 0.18 2.79
64 O -6.47 1.41 2.75
65 C -5.67 2.38 3.24
66 O -5.99 3.50 3.50
67 O -4.42 1.90 3.44
68 F -6.23 -0.57 3.87
69 H -3.97 0.63 1.85
70 H -3.75 -0.04 3.50
71 H -6.01 -0.40 1.90
72 C 1.76 10.76 -2.90
73 C 2.71 9.59 -2.74
74 O 1.98 8.42 -2.46
75 C 2.83 7.25 -2.30
76 C 1.89 6.09 -2.05
77 H 2.31 11.70 -2.89
78 H 1.19 10.65 -3.82
79 H 1.03 10.76 -2.09
80 H 3.31 9.48 -3.65
81 H 3.39 9.80 -1.89
82 H 3.36 7.15 -3.26
83 H 3.42 7.41 -1.39
84 H 1.33 6.35 -1.15
85 H 2.34 5.14 -1.75
86 H 1.23 5.84 -2.88
87 O -0.70 -4.14 3.06
88 C -0.10 -3.54 3.92
89 O 1.13 -3.12 3.81
90 C 1.87 -3.53 2.64
91 C 3.19 -2.81 2.59
92 C -0.75 -3.16 5.21
93 H 1.28 -3.33 1.73
94 H 2.05 -4.61 2.65
95 H 3.07 -1.75 2.81
96 H 3.71 -3.01 1.65
97 H 3.86 -3.17 3.38
98 H -0.87 -2.08 5.33
99 H -0.09 -3.40 6.05
100 H -1.67 -3.69 5.43
101 O 3.97 -4.30 -6.18
102 C 4.14 -3.87 -5.10
103 O 3.22 -3.24 -4.41
104 C 1.99 -2.91 -5.04
105 C 1.23 -1.97 -4.13
106 C 5.44 -3.94 -4.38
107 H 1.44 -3.80 -5.35
108 H 2.20 -2.36 -5.96
109 H 1.81 -1.08 -3.92
110 H 0.89 -2.47 -3.22
111 H 0.29 -1.68 -4.63
112 H 5.79 -4.95 -4.21
113 H 5.43 -3.45 -3.41
114 H 6.18 -3.42 -4.99
115 O -2.36 -5.30 -0.40
116 C -3.14 -5.72 -1.20
117 O -3.66 -5.01 -2.16
118 C -3.31 -3.62 -2.30
119 C -1.94 -3.50 -2.93
120 C -3.64 -7.14 -1.21
121 H -3.53 -3.03 -1.41
122 H -4.04 -3.21 -3.01
123 H -1.14 -4.02 -2.41
124 H -1.72 -2.45 -3.12
125 H -2.09 -3.95 -3.92
126 H -4.62 -7.27 -0.77
127 H -2.93 -7.77 -0.68
128 H -3.63 -7.42 -2.27
129 O -3.66 4.71 0.47
130 C -3.39 5.15 1.55
131 O -2.42 4.69 2.30
132 C -1.62 3.64 1.81
133 C -0.76 3.11 2.92
134 C -4.11 6.30 2.17
135 H -0.98 3.98 0.98
136 H -2.14 2.80 1.34
137 H -0.10 3.84 3.39
138 H -0.21 2.24 2.56
139 H -1.40 2.75 3.73
140 H -4.83 6.72 1.48
141 H -3.45 7.12 2.47
142 H -4.58 5.90 3.07

Properties
- Total charge: -1
- LUMO: 1.4864 eV
- HOMO: -7.84 eV

Here are the Mulliken charges for atoms 1 to 6, given in e: number 1, Mg, carries 2.589; number 2, O, carries -0.540; number 3, C, carries 0.406; number 4, O, carries -0.893; number 5, B, carries 1.137; number 6, O, carries -0.488

# 2
The following is a DFT calculation (ωB97M-V/def2-TZVPD) of a molecular structure, C4H8O in a non-equilibrium geometry.

Positions of all 13 atoms, in Å:
1 O 1.88 -0.85 0.05
2 C 1.43 0.36 0.45
3 C 0.24 0.69 -0.43
4 C -1.14 0.61 -0.02
5 C -0.82 -0.94 -0.17
6 H 0.37 -1.23 -0.17
7 H 2.16 1.19 0.26
8 H 1.12 0.45 1.52
9 H 0.45 0.67 -1.50
10 H -1.34 0.87 1.03
11 H -1.91 0.99 -0.70
12 H -1.14 -1.43 0.75
13 H -1.28 -1.34 -1.08

Properties
- LUMO (spin up / spin down): -0.0918 / -0.0914 eV
- HOMO (spin up / spin down): -8.19 / -8.19 eV

Here are the Mulliken charges for atoms 1 to 6, given in e: number 1, O, carries -0.762; number 2, C, carries -0.391; number 3, C, carries -0.018; number 4, C, carries -0.391; number 5, C, carries -0.877; number 6, H, carries 0.416

# 3
The following is a DFT calculation (ωB97M-V/def2-TZVPD) of 2 unconnected molecules or ions with the total composition CH2F3N3 in a non-equilibrium geometry.

Positions of all 9 atoms, in Å:
1 C 0.12 0.49 0.08
2 N -0.27 1.41 0.76
3 N -0.55 -1.44 0.89
4 N 0.62 0.08 -1.07
5 F -1.48 -1.82 -0.06
6 F 1.26 -1.10 -1.18
7 F 1.51 1.02 -1.73
8 H -0.08 2.39 0.65
9 H -1.11 -1.04 1.64

Properties
- LUMO (spin up / spin down): -0.7438 / -0.8772 eV
- HOMO (spin up / spin down): -9.18 / -9.71 eV

Here are the Mulliken charges for atoms 1 to 6, given in e: number 1, C, carries 0.501; number 2, N, carries -0.429; number 3, N, carries -0.306; number 4, N, carries 0.192; number 5, F, carries -0.146; number 6, F, carries -0.117

# 4
The following is a DFT calculation (ωB97M-V/def2-TZVPD) of C4H6N2O3 in the gas phase in a non-equilibrium geometry.

Positions of all 15 atoms, in Å:
1 H -2.29 0.35 1.10
2 N -2.11 -0.66 0.85
3 C -1.02 -0.60 0.24
4 N -0.39 -1.73 -0.23
5 O 0.79 -1.38 -0.92
6 C 0.83 0.02 -0.96
7 C 1.11 0.81 0.26
8 O 1.60 0.22 1.42
9 C -0.25 0.66 -0.16
10 O -1.07 1.78 -0.50
11 H -0.10 -2.38 0.59
12 H 1.13 0.34 -1.94
13 H 1.57 1.78 0.05
14 H 1.97 -0.67 1.27
15 H -1.75 1.46 -1.08

Properties
- LUMO: 0.5896 eV
- HOMO: -9.26 eV
- SMILES: [H]/N=C1/NO[C@@H]2[C@H](O)[C@]12O

Here are the Mulliken charges for atoms 1 to 6, given in e: number 1, H, carries 0.285; number 2, N, carries -0.756; number 3, C, carries 0.308; number 4, N, carries -0.183; number 5, O, carries -0.326; number 6, C, carries -0.505

# 5
The following is a DFT calculation (ωB97M-V/def2-TZVPD) of 2 unconnected molecules or ions with the total composition C4H6ClN3O in a non-equilibrium geometry.

Positions of all 15 atoms, in Å:
1 H -0.06 -1.04 -0.95
2 N -0.15 -0.28 -0.37
3 C -0.53 0.73 -0.94
4 N -1.06 0.75 -2.25
5 Cl -0.54 2.30 -0.20
6 H -0.79 0.07 -2.92
7 H -1.33 1.73 -2.50
8 C 3.23 0.38 0.96
9 C 3.46 1.00 -0.17
10 N 3.50 0.37 -1.43
11 C 3.25 -0.80 -1.65
12 O 3.05 -1.82 -2.13
13 H 3.12 0.88 1.92
14 H 3.01 -0.69 1.00
15 H 3.55 2.14 -0.27

Properties
- LUMO: 0.5648 eV
- HOMO: -9.31 eV
- SMILES: [H]/N=C(\N)Cl.C=CN=C=O

Here are the Mulliken charges for atoms 1 to 6, given in e: number 1, H, carries 0.206; number 2, N, carries -0.527; number 3, C, carries 0.615; number 4, N, carries -0.475; number 5, Cl, carries -0.219; number 6, H, carries 0.220

# 6
The following is a DFT calculation (ωB97M-V/def2-TZVPD) of 5 unconnected molecules or ions with the total composition C33H72O22P2 in a non-equilibrium geometry.

Positions of all 129 atoms, in Å:
1 O 6.61 2.28 0.03
2 C 5.48 2.69 -0.07
3 O 4.81 3.21 0.99
4 C 4.74 2.72 -1.39
5 C 4.01 4.04 -1.67
6 C 2.53 4.14 -1.28
7 C 1.50 3.06 -1.79
8 P 1.95 2.20 -3.34
9 O 2.85 2.98 -4.21
10 O 2.52 0.75 -3.00
11 O 0.58 1.83 -4.06
12 C 0.22 3.87 -2.19
13 C -0.92 3.04 -1.71
14 O -1.97 2.74 -2.21
15 O -0.52 2.64 -0.47
16 C 0.87 2.23 -0.60
17 C 0.79 0.67 -0.66
18 P 2.15 -0.12 0.20
19 O 2.97 0.85 0.96
20 O 3.01 -1.06 -0.74
21 O 1.41 -1.17 1.14
22 H 4.09 2.58 1.20
23 H 4.08 1.86 -1.44
24 H 5.52 2.63 -2.14
25 H 4.16 4.31 -2.70
26 H 4.51 4.80 -1.08
27 H 2.19 5.13 -1.59
28 H 2.48 4.11 -0.19
29 H 3.38 0.65 -3.44
30 H 0.38 2.55 -4.67
31 H 0.16 4.75 -1.55
32 H 0.15 4.25 -3.20
33 H 1.29 2.42 0.38
34 H -0.09 0.40 -0.08
35 H 0.62 0.27 -1.66
36 H 3.84 -0.65 -1.00
37 H 2.09 -1.76 1.50
38 C -2.25 5.75 6.04
39 O -2.61 6.08 4.72
40 C -2.54 7.47 4.47
41 C -2.56 7.75 2.99
42 O -1.31 7.57 2.35
43 C -0.92 6.23 2.09
44 C -1.61 5.61 0.90
45 O -2.90 5.16 1.26
46 C -3.73 4.92 0.14
47 H -2.91 6.25 6.76
48 H -2.35 4.67 6.15
49 H -1.21 6.03 6.25
50 H -1.61 7.88 4.90
51 H -3.40 7.96 4.95
52 H -2.79 8.81 2.86
53 H -3.35 7.18 2.50
54 H -1.03 5.61 2.97
55 H 0.15 6.29 1.85
56 H -1.03 4.75 0.55
57 H -1.68 6.35 0.09
58 H -3.89 5.84 -0.43
59 H -4.69 4.56 0.51
60 H -3.30 4.16 -0.52
61 C 1.50 -4.81 2.46
62 O 1.95 -4.53 3.76
63 C 0.95 -3.90 4.55
64 C 1.33 -3.94 6.01
65 O 1.05 -5.18 6.65
66 C 1.96 -6.24 6.39
67 C 3.25 -6.14 7.15
68 O 4.14 -5.23 6.52
69 C 5.19 -4.83 7.37
70 H 1.19 -3.89 1.94
71 H 2.32 -5.27 1.91
72 H 0.65 -5.50 2.47
73 H -0.01 -4.41 4.41
74 H 0.85 -2.85 4.23
75 H 0.70 -3.21 6.53
76 H 2.37 -3.64 6.15
77 H 2.15 -6.35 5.32
78 H 1.44 -7.14 6.73
79 H 3.73 -7.13 7.19
80 H 3.04 -5.80 8.18
81 H 4.80 -4.29 8.24
82 H 5.83 -4.16 6.80
83 H 5.78 -5.69 7.70
84 C 1.69 -2.34 -5.42
85 O 2.47 -3.25 -4.67
86 C 2.26 -3.11 -3.28
87 C 2.79 -4.30 -2.52
88 O 1.93 -5.43 -2.54
89 C 1.91 -6.19 -3.74
90 C 3.10 -7.11 -3.90
91 O 4.22 -6.38 -4.39
92 C 5.42 -7.09 -4.22
93 H 1.92 -1.30 -5.15
94 H 1.93 -2.49 -6.47
95 H 0.62 -2.52 -5.26
96 H 1.18 -3.00 -3.07
97 H 2.77 -2.21 -2.93
98 H 2.87 -4.02 -1.47
99 H 3.79 -4.56 -2.88
100 H 1.78 -5.56 -4.61
101 H 1.02 -6.83 -3.65
102 H 2.85 -7.90 -4.62
103 H 3.34 -7.57 -2.94
104 H 5.63 -7.27 -3.15
105 H 6.22 -6.49 -4.63
106 H 5.40 -8.05 -4.74
107 C -9.04 -2.06 -1.85
108 O -8.08 -1.20 -2.42
109 C -8.69 -0.09 -3.06
110 C -7.67 0.99 -3.33
111 O -7.36 1.80 -2.21
112 C -6.50 1.24 -1.23
113 C -5.04 1.24 -1.63
114 O -4.75 0.17 -2.51
115 C -3.53 0.35 -3.18
116 H -9.73 -2.45 -2.61
117 H -8.50 -2.90 -1.40
118 H -9.61 -1.55 -1.07
119 H -9.48 0.32 -2.42
120 H -9.13 -0.42 -4.01
121 H -8.10 1.68 -4.06
122 H -6.76 0.56 -3.77
123 H -6.82 0.23 -0.95
124 H -6.60 1.88 -0.36
125 H -4.42 1.14 -0.73
126 H -4.80 2.20 -2.12
127 H -3.55 1.24 -3.81
128 H -3.36 -0.52 -3.81
129 H -2.70 0.43 -2.47

Properties
- LUMO: 0.0041 eV
- HOMO: -9.16 eV
- SMILES: O=C(O)CCC[C@]1(P(=O)(O)O)CC(=O)O[C@H]1CP(=O)(O)O.COCCOCCOC.COCCOCCOC.COCCOCCOC.COCCOCCOC

Here are the Mulliken charges for atoms 1 to 6, given in e: number 1, O, carries -0.582; number 2, C, carries 0.209; number 3, O, carries -0.524; number 4, C, carries 0.810; number 5, C, carries -1.474; number 6, C, carries -1.171

# 7
The following is a DFT calculation (ωB97M-V/def2-TZVPD) of C3H3Cl2F in the gas phase in a non-equilibrium geometry.

Positions of all 9 atoms, in Å:
1 C -0.09 -0.34 1.15
2 C -0.18 0.48 -0.08
3 Cl -0.96 1.94 -0.01
4 C 0.31 0.05 -1.24
5 F 0.97 -1.13 -1.23
6 Cl 0.22 0.89 -2.84
7 H 0.74 -0.13 1.79
8 H 0.10 -1.36 0.86
9 H -1.12 -0.40 1.59

Properties
- LUMO: 0.7840 eV
- HOMO: -9.41 eV
- SMILES: C/C(Cl)=C(\F)Cl

Here are the Mulliken charges for atoms 1 to 6, given in e: number 1, C, carries -0.942; number 2, C, carries 0.354; number 3, Cl, carries -0.180; number 4, C, carries 0.271; number 5, F, carries -0.229; number 6, Cl, carries -0.155

# 8
The following is a DFT calculation (ωB97M-V/def2-TZVPD) of 2 unconnected molecules or ions with the total composition C5H12O in a non-equilibrium geometry.

Positions of all 18 atoms, in Å:
1 C 0.46 -2.13 -0.04
2 C 0.20 -0.88 0.30
3 C -0.65 -0.54 1.56
4 C 0.73 0.41 -0.38
5 C 1.38 0.10 -1.76
6 H 0.25 -3.01 0.58
7 H 0.92 -2.30 -1.02
8 H -0.04 0.01 2.30
9 H -1.15 -1.38 2.06
10 H -1.42 0.15 1.16
11 H 1.50 0.84 0.29
12 H -0.07 1.16 -0.52
13 H 0.76 -0.71 -2.18
14 H 2.44 -0.17 -1.85
15 H 1.20 1.01 -2.36
16 O -2.56 2.52 0.72
17 H -1.98 1.73 0.85
18 H -1.98 3.18 0.27

Properties
- LUMO: 0.8240 eV
- HOMO: -9.59 eV
- SMILES: C=C(C)CC.O

Here are the Mulliken charges for atoms 1 to 6, given in e: number 1, C, carries -0.825; number 2, C, carries 0.656; number 3, C, carries -0.994; number 4, C, carries 0.006; number 5, C, carries -1.304; number 6, H, carries 0.299

# 9
The following is a DFT calculation (ωB97M-V/def2-TZVPD) of 2 unconnected molecules or ions with the total composition C8H12O2 in a non-equilibrium geometry.

Positions of all 22 atoms, in Å:
1 C 0.18 1.28 -2.38
2 C 0.89 1.08 -1.05
3 C -0.08 0.60 0.09
4 C -0.30 1.42 1.25
5 C -1.10 0.89 2.27
6 C -1.72 -0.35 2.12
7 O -2.46 -0.81 3.12
8 C -1.52 -1.10 0.98
9 C -0.71 -0.65 -0.04
10 H -0.59 2.05 -2.27
11 H -0.30 0.34 -2.72
12 H 0.90 1.60 -3.14
13 H 1.67 0.30 -1.18
14 H 1.41 2.02 -0.80
15 H 0.19 2.40 1.31
16 H -1.29 1.54 3.14
17 H -2.33 -0.39 4.00
18 H -1.93 -2.12 0.97
19 H -0.64 -1.25 -0.95
20 O 3.49 -3.06 -1.28
21 H 2.70 -3.53 -1.62
22 H 3.55 -2.25 -1.83

Properties
- LUMO: 0.6531 eV
- HOMO: -8.27 eV
- SMILES: CCc1ccc(O)cc1.O

Here are the Mulliken charges for atoms 1 to 6, given in e: number 1, C, carries -1.043; number 2, C, carries -0.558; number 3, C, carries 0.584; number 4, C, carries -0.821; number 5, C, carries -0.301; number 6, C, carries 0.659

# 10
The following is a DFT calculation (ωB97M-V/def2-TZVPD) of a molecular structure, C15H29ClIN2P2PbSe in a non-equilibrium geometry.

Positions of all 52 atoms, in Å:
1 C 6.26 -1.01 -3.64
2 I 4.74 -0.56 -2.19
3 H 5.89 -1.83 -4.27
4 H 7.16 -1.31 -3.10
5 H 6.44 -0.11 -4.24
6 Pb 1.20 -0.57 -0.77
7 P 1.89 -2.50 0.60
8 C 3.04 -2.05 1.87
9 C 0.48 -3.28 1.39
10 H 0.86 -4.17 1.91
11 H 2.89 -4.58 0.19
12 H -0.26 -3.58 0.64
13 H 1.96 -4.02 -1.25
14 H 2.60 -1.33 2.58
15 H 0.00 -2.61 2.11
16 C 2.65 -3.71 -0.45
17 H 3.30 -2.97 2.40
18 H 3.56 -3.31 -0.90
19 H 3.94 -1.60 1.43
20 P 0.17 1.09 -2.26
21 C 0.75 2.73 -1.95
22 C 0.54 0.66 -3.95
23 H -2.03 0.09 -2.29
24 H -2.00 1.80 -2.85
25 H -1.93 1.42 -1.10
26 C -1.62 1.09 -2.11
27 H 0.20 -0.35 -4.18
28 H 0.03 1.39 -4.59
29 H 0.26 3.39 -2.68
30 H 1.84 2.79 -2.08
31 H 1.63 0.72 -4.13
32 H 0.49 3.06 -0.93
33 Cl -0.28 -2.26 -1.98
34 C -2.06 -1.03 2.30
35 N -2.06 0.43 2.05
36 C -0.99 1.17 1.65
37 Se 0.74 0.70 1.56
38 N -1.42 2.49 1.59
39 C -2.76 2.56 1.96
40 C -3.58 3.65 2.11
41 C -4.86 3.37 2.56
42 C -5.28 2.08 2.85
43 C -4.44 0.98 2.70
44 C -3.17 1.26 2.25
45 H -3.04 -1.38 2.63
46 H -1.34 -1.25 3.10
47 H -1.80 -1.55 1.37
48 H -0.82 3.30 1.36
49 H -3.19 4.63 1.89
50 H -5.54 4.21 2.70
51 H -6.30 1.90 3.21
52 H -4.74 -0.03 2.93

Properties
- Total charge: +3
- LUMO: -11.7177 eV
- HOMO: -16.94 eV

Here are the Mulliken charges for atoms 1 to 6, given in e: number 1, C, carries -0.774; number 2, I, carries -0.012; number 3, H, carries 0.310; number 4, H, carries 0.295; number 5, H, carries 0.283; number 6, Pb, carries 1.392

# 11
The following is a DFT calculation (ωB97M-V/def2-TZVPD) of a gas-phase ion, C3H4F2N3 (charge +1) in a non-equilibrium geometry.

Positions of all 12 atoms, in Å:
1 N 1.36 -1.44 0.41
2 C 0.35 -0.66 0.31
3 N -0.60 -0.47 1.53
4 N -1.27 0.52 1.23
5 C -1.15 1.05 -0.08
6 C -0.02 0.31 -0.79
7 F 1.05 1.18 -0.85
8 F -0.35 -0.21 -1.99
9 H 1.97 -1.60 -0.39
10 H 1.52 -1.87 1.23
11 H -0.73 2.01 0.01
12 H -2.11 1.18 -0.61

Properties
- Total charge: +1
- LUMO: -6.6421 eV
- HOMO: -15.45 eV
- SMILES: [NH2+]=C1N=NCC1(F)F

Here are the Mulliken charges for atoms 1 to 6, given in e: number 1, N, carries -0.144; number 2, C, carries 0.025; number 3, N, carries -0.148; number 4, N, carries -0.070; number 5, C, carries -0.812; number 6, C, carries 1.339

Number 1: calculated total energy -5270.9590 hartree. Number 2: calculated total energy -232.2870 hartree. Number 3: calculated total energy -502.8263 hartree. Number 4: calculated total energy -491.1227 hartree. Number 5: calculated total energy -855.6809 hartree. Number 6: calculated total energy -3638.5587 hartree. Number 7: calculated total energy -1136.3256 hartree. Number 8: calculated total energy -272.9038 hartree. Number 9: calculated total energy -462.4990 hartree. Number 10: calculated total energy -4732.3975 hartree. Number 11: calculated total energy -480.3570 hartree.